Formula: C13H14F2
Source: OMol25
Level of theory: wB97M-V/def2-TZVPD

Output
Energy above the lowest of the compared OMol25 structures with the same formula, charge and spin (kJ/mol): 25.9
Max |F| (eV/A): 5.22
Highest occupied orbital energy (eV): -8.92
SMILES: C#C[C@](C)(c1ccc(C)c(C)c1)C(F)F

Element x y z (Å)
C (2.7613, 2.1797, 1.4395)
C (2.3711, 1.3485, 0.6778)
C (0.1728, -1.5530, -0.1649)
C (-1.0992, -1.8467, 0.0738)
C (-0.4683, 0.7896, 0.0017)
C (0.4980, -0.1938, -0.2031)
C (-2.0741, -0.8853, 0.1732)
C (-1.8278, 0.4905, 0.1804)
C (-3.4411, -1.3323, 0.6198)
C (-2.9678, 1.4622, 0.4896)
C (2.2924, 0.8387, -1.7760)
C (2.9549, -0.7829, -0.2251)
C (1.9497, 0.3800, -0.3473)
F (2.9368, -1.4911, 0.9232)
F (4.2021, -0.2692, -0.3855)
H (3.2206, 2.6405, 2.2582)
H (0.8533, -2.3186, -0.1992)
H (-1.2743, -2.9430, 0.2164)
H (0.0034, 1.6965, 0.0271)
H (-3.9546, -0.7885, 1.3249)
H (-4.2096, -1.3562, -0.2927)
H (-3.4638, -2.4255, 0.9992)
H (-3.9374, 1.0100, 0.2904)
H (-2.7835, 1.6259, 1.4813)
H (-2.8776, 2.4260, -0.1343)
H (1.7968, 0.1329, -2.4128)
H (3.3123, 0.7809, -2.0765)
H (2.0657, 1.9621, -1.8210)
H (2.9879, -1.5779, -1.1381)

---

Formula: C12H30N2NaO8P
Source: OMol25
Level of theory: wB97M-V/def2-TZVPD

Output
Energy above the lowest of the compared OMol25 structures with the same formula, charge and spin (kJ/mol): 720.6
Max |F| (eV/A): 3.13
Highest occupied orbital energy (eV): 1.44
Total charge: -2

Element x y z (Å)
Na (-0.5278, 0.8562, 0.5142)
P (-4.7684, 3.6840, 1.3758)
O (-3.8880, 2.9802, 2.5179)
O (-6.1960, 3.1668, 1.5511)
O (-4.2206, 3.3371, -0.0274)
O (-4.7978, 5.2266, 1.6551)
C (3.7117, -0.7676, 4.5913)
O (3.4127, -0.7271, 5.9297)
C (2.3059, -1.5426, 6.4044)
C (0.9308, -0.8603, 6.0534)
N (0.3719, -1.2446, 4.7423)
C (-0.1847, -2.6158, 4.7974)
C (-0.6962, -3.0231, 3.3960)
O (0.2630, -3.0072, 2.3043)
C (1.2738, -4.0430, 2.3928)
H (2.7866, -0.5582, 4.0541)
H (4.0271, -1.7686, 4.2969)
H (4.5327, -0.0837, 4.3765)
H (2.5029, -1.6002, 7.4749)
H (2.3436, -2.5815, 6.0767)
H (1.2275, 0.1882, 6.0269)
H (0.1515, -0.9608, 6.8088)
H (-0.3372, -0.5687, 4.4966)
H (-1.0691, -2.5936, 5.4341)
H (0.4693, -3.3942, 5.1904)
H (-1.5677, -2.4346, 3.1093)
H (-1.1123, -4.0299, 3.4315)
H (1.9441, -3.8522, 3.2309)
H (1.8130, -4.1504, 1.4516)
H (0.8952, -5.0445, 2.5975)
C (-3.3448, -0.9576, -6.9958)
O (-2.3976, 0.0470, -6.9185)
C (-1.6928, 0.0184, -5.7332)
C (-0.6490, 1.1949, -5.7115)
N (-0.3143, 1.7094, -4.3916)
C (0.4925, 2.8799, -4.4943)
C (1.0405, 3.3016, -3.1220)
O (1.8080, 2.3315, -2.3789)
C (2.9680, 1.8042, -3.0046)
H (-4.1593, -0.8169, -6.2852)
H (-2.8752, -1.9276, -6.8325)
H (-3.7903, -1.0023, -7.9896)
H (-1.1511, -0.8858, -5.4556)
H (-2.4077, 0.2524, -4.9444)
H (-1.0979, 2.0200, -6.2645)
H (0.1914, 0.8739, -6.3271)
H (-1.1523, 2.0236, -3.9236)
H (-0.0033, 3.7469, -4.9307)
H (1.3461, 2.6885, -5.1447)
H (0.1378, 3.4971, -2.5433)
H (1.6776, 4.1754, -3.2590)
H (3.6208, 2.5758, -3.4127)
H (2.6377, 1.2750, -3.8984)
H (3.5181, 1.1885, -2.2929)

---

Formula: C48H53BF5N7O3S4Sr
Source: OMol25
Level of theory: wB97M-V/def2-TZVPD

Output
Energy above the lowest of the compared OMol25 structures with the same formula, charge and spin (kJ/mol): 114.1
Max |F| (eV/A): 3.84
Highest occupied orbital energy (eV): -7.44

Element x y z (Å)
Sr (-1.8777, 0.1596, 2.1812)
C (3.4578, -2.3534, 3.0053)
C (3.4650, -1.4735, 1.8021)
C (4.5762, -0.8513, 1.2783)
C (4.4860, -0.0134, 0.1442)
N (3.3466, 0.1432, -0.5001)
N (2.3073, -0.4668, -0.0013)
B (0.7802, -0.4311, -0.3216)
N (0.4177, -1.3319, -1.4919)
N (1.4176, -1.5548, -2.3444)
C (1.2540, -2.3568, -3.3506)
C (0.0086, -3.0040, -3.5625)
C (-1.0219, -2.7880, -2.7013)
C (-2.3493, -3.4514, -2.8565)
C (-0.8169, -1.8991, -1.5856)
S (-2.0172, -1.5980, -0.4570)
C (2.4805, -2.5338, -4.2416)
C (2.8351, -1.1685, -4.8498)
C (2.2298, -3.5436, -5.3604)
C (3.6480, -3.0193, -3.3687)
N (0.3223, 1.0103, -0.5338)
N (-0.0456, 1.2020, -1.8142)
C (-0.1996, 2.3960, -2.2827)
C (-0.0248, 3.5321, -1.4440)
C (0.3185, 3.3710, -0.1414)
C (0.5136, 4.5274, 0.7782)
C (0.5333, 2.0308, 0.3510)
S (1.0843, 1.7523, 1.9080)
C (-0.4789, 2.5323, -3.7729)
C (-1.7448, 3.3608, -4.0162)
C (0.7246, 3.2537, -4.4020)
C (-0.6404, 1.1554, -4.4213)
C (2.2769, -1.1884, 1.1180)
S (0.5903, -1.4998, 1.3213)
C (5.6461, 0.8030, -0.4026)
C (5.2855, 2.2872, -0.2095)
C (6.9579, 0.5031, 0.3199)
C (5.8093, 0.5137, -1.9022)
H (4.4691, -2.5957, 3.3252)
H (2.9094, -3.2735, 2.7939)
H (2.9221, -1.8549, 3.8161)
H (5.5367, -1.0022, 1.7522)
H (-0.1227, -3.6745, -4.4003)
H (-2.3609, -4.1087, -3.7249)
H (-3.1328, -2.6991, -2.9560)
H (-2.5820, -4.0249, -1.9584)
H (2.0239, -0.8086, -5.4869)
H (3.7403, -1.2501, -5.4550)
H (3.0025, -0.4402, -4.0561)
H (1.4165, -3.2202, -6.0130)
H (1.9911, -4.5295, -4.9562)
H (3.1300, -3.6381, -5.9682)
H (3.8398, -2.3034, -2.5697)
H (4.5505, -3.1271, -3.9736)
H (3.4149, -3.9876, -2.9201)
H (-0.1600, 4.5304, -1.8418)
H (0.4251, 5.4711, 0.2407)
H (1.4901, 4.4681, 1.2580)
H (-0.2323, 4.4978, 1.5743)
H (-1.6900, 4.3385, -3.5339)
H (-2.6250, 2.8395, -3.6400)
H (-1.8743, 3.5170, -5.0883)
H (0.8492, 4.2545, -3.9844)
H (0.5761, 3.3533, -5.4787)
H (1.6454, 2.6923, -4.2300)
H (-1.4734, 0.6146, -3.9696)
H (0.2596, 0.5559, -4.2842)
H (-0.8330, 1.2710, -5.4898)
H (5.1424, 2.5160, 0.8486)
H (4.3635, 2.5216, -0.7410)
H (6.0866, 2.9192, -0.5970)
H (6.8993, 0.7598, 1.3794)
H (7.7507, 1.1058, -0.1233)
H (7.2416, -0.5468, 0.2185)
H (4.8791, 0.7180, -2.4300)
H (6.0868, -0.5295, -2.0696)
H (6.5946, 1.1491, -2.3149)
C (-3.5874, 3.0798, -0.8462)
C (-3.5870, 1.9145, 0.1196)
O (-2.4894, 1.5120, 0.5332)
C (-4.8641, 1.3507, 0.5011)
C (-6.0346, 1.7114, -0.2034)
C (-7.2659, 1.2091, 0.1173)
C (-7.3794, 0.3163, 1.1963)
C (-6.2762, -0.0447, 1.9166)
C (-4.9738, 0.4480, 1.6120)
O (-3.9803, 0.1043, 2.3451)
H (-2.5750, 3.4577, -0.9487)
H (-4.2351, 3.8757, -0.4797)
H (-3.9523, 2.7585, -1.8223)
H (-5.9625, 2.3947, -1.0387)
H (-8.1408, 1.4951, -0.4508)
H (-8.3512, -0.0842, 1.4591)
H (-6.3530, -0.7265, 2.7551)
O (1.0969, -0.5399, 4.5225)
H (0.2868, -0.4610, 5.0438)
H (1.2845, 0.3501, 4.2039)
S (-3.4048, -3.1574, 5.6662)
C (-3.1523, -1.9886, 4.4151)
N (-2.3096, -2.3050, 3.4946)
C (-1.8036, -3.5791, 3.7005)
C (-0.9304, -4.2711, 2.8616)
C (-0.5381, -5.5473, 3.2088)
C (-0.9922, -6.1489, 4.3860)
C (-1.8696, -5.4892, 5.2232)
C (-2.2814, -4.2102, 4.8649)
H (-3.6964, -1.0528, 4.4160)
H (-0.5811, -3.8066, 1.9516)
H (0.1253, -6.0998, 2.5556)
H (-0.6568, -7.1446, 4.6454)
H (-2.2324, -5.9537, 6.1306)
F (-1.8380, 0.2916, 5.8236)
C (-2.2492, 1.5325, 5.3792)
C (-2.0514, 1.8545, 4.0550)
C (-2.4539, 3.1377, 3.7461)
F (-2.2948, 3.6080, 2.4686)
C (-3.0138, 4.0306, 4.6445)
F (-3.3701, 5.2718, 4.2680)
C (-3.2095, 3.6322, 5.9544)
F (-3.7624, 4.4642, 6.8441)
C (-2.8148, 2.3614, 6.3319)
F (-2.9852, 1.9626, 7.6056)

---

Formula: C25H31BrN7OP
Source: OMol25
Level of theory: wB97M-V/def2-TZVPD

Output
Max |F| (eV/A): 1.82
Highest occupied orbital energy (eV): -7.94
SMILES: CP(O)[C@@H](C#N)[C@@H](Br)C#N.c1cc[nH]c1.c1cc[nH]c1.c1cc[nH]c1.c1cc[nH]c1.c1cc[nH]c1

Element x y z (Å)
C (-4.7026, 1.1784, 4.2264)
P (-2.9387, 1.7178, 4.4577)
O (-2.3476, 1.7580, 2.8975)
C (-2.2172, 0.1941, 5.2983)
C (-2.3077, -0.9522, 4.3496)
N (-2.3400, -1.7399, 3.5146)
C (-0.7577, 0.3822, 5.8158)
Br (0.5354, 0.0110, 4.3786)
C (-0.5523, 1.7789, 6.2769)
N (-0.3385, 2.8910, 6.4624)
H (-4.8563, 0.9946, 3.1606)
H (-4.9252, 0.2488, 4.7487)
H (-5.3356, 1.9966, 4.5509)
H (-1.4855, 1.3297, 2.8341)
H (-2.8902, -0.0188, 6.1296)
H (-0.5249, -0.2862, 6.6361)
N (3.9657, -0.8284, 3.9383)
C (3.8944, -1.7934, 2.9737)
C (5.1768, -2.1551, 2.6492)
C (6.0529, -1.3823, 3.4563)
C (5.2750, -0.5772, 4.2446)
H (3.1725, -0.3763, 4.3548)
H (2.9424, -2.1389, 2.6036)
H (5.4600, -2.8948, 1.9176)
H (7.1292, -1.4153, 3.4587)
H (5.5396, 0.1527, 4.9899)
N (3.1210, -3.5011, -0.0021)
C (2.0323, -2.7972, -0.4367)
C (1.2896, -3.6199, -1.2425)
C (1.9564, -4.8716, -1.2929)
C (3.0793, -4.7675, -0.5146)
H (3.8381, -3.1424, 0.6011)
H (1.8805, -1.7749, -0.1312)
H (0.3704, -3.3552, -1.7386)
H (1.6459, -5.7484, -1.8354)
H (3.8494, -5.4832, -0.2836)
N (-3.5048, 1.6097, 0.0095)
C (-2.9145, 2.6897, -0.5858)
C (-3.3167, 2.7220, -1.8957)
C (-4.1830, 1.6135, -2.0963)
C (-4.2784, 0.9477, -0.9014)
H (-3.3860, 1.3473, 0.9729)
H (-2.2660, 3.3428, -0.0274)
H (-3.0248, 3.4580, -2.6269)
H (-4.6819, 1.3371, -3.0116)
H (-4.8287, 0.0647, -0.6243)
N (-2.3086, 1.1563, -5.0239)
C (-1.4341, 2.0941, -5.5011)
C (-1.2600, 1.8640, -6.8403)
C (-2.0630, 0.7448, -7.1852)
C (-2.6995, 0.3331, -6.0440)
H (-2.6178, 1.0839, -4.0698)
H (-1.0145, 2.8410, -4.8488)
H (-0.6283, 2.4353, -7.4999)
H (-2.1630, 0.2950, -8.1588)
H (-3.3931, -0.4720, -5.8710)
N (1.9375, 0.0973, -2.4570)
C (1.0918, 0.7654, -3.2982)
C (1.8224, 1.7170, -3.9594)
C (3.1631, 1.6146, -3.5000)
C (3.2020, 0.6045, -2.5749)
H (1.6723, -0.6522, -1.8469)
H (0.0479, 0.5079, -3.3535)
H (1.4390, 2.4074, -4.6908)
H (4.0024, 2.2124, -3.8139)
H (4.0161, 0.2048, -1.9945)

---

Formula: C3H6NOS
Source: OMol25
Level of theory: wB97M-V/def2-TZVPD

Output
Energy above the lowest of the compared OMol25 structures with the same formula, charge and spin (kJ/mol): 79.4
Max |F| (eV/A): 1.82
Highest occupied orbital energy (eV): -2.56
SMILES: NC(=O)CC[S-]
Total charge: -1

Element x y z (Å)
C (-0.2857, 0.3248, -0.8353)
C (-0.3247, -1.1891, -0.5214)
S (-0.7294, -2.3051, -1.9483)
C (0.2170, 1.2085, 0.3382)
N (0.9078, 0.5630, 1.3506)
O (0.0414, 2.4000, 0.4777)
H (0.4361, 0.5074, -1.6318)
H (-1.3214, 0.5806, -1.0052)
H (0.6050, -1.4634, -0.0098)
H (-1.1922, -1.3178, 0.1495)
H (0.6483, 1.1228, 2.1526)
H (0.9977, -0.4317, 1.4832)

---

Formula: ClH2N2O
Source: OMol25
Level of theory: wB97M-V/def2-TZVPD

Output
Energy above the lowest of the compared OMol25 structures with the same formula, charge and spin (kJ/mol): 30.6
Max |F| (eV/A): 6.97
Highest occupied orbital energy (spin up / spin down) (eV): -2.59 / -4.67
Multiplicity: 3
⟨S²⟩: 2.01
Total charge: -1

Element x y z (Å)
N (0.3371, 0.3198, 0.0969)
N (1.2310, 1.1735, -0.0008)
O (2.5213, 0.7486, -0.0674)
Cl (-2.5874, 0.5372, -0.0580)
H (-0.7567, 0.4363, 0.2540)
H (0.4749, -0.6374, 0.0923)

---

Formula: C18H25N4O7P2
Source: OMol25
Level of theory: wB97M-V/def2-TZVPD

Output
Max |F| (eV/A): 1.17
Highest occupied orbital energy (eV): -10.86
Total charge: +1

Element x y z (Å)
C (2.2375, 3.4995, 1.4101)
P (3.9283, 2.9092, 1.1627)
O (4.2313, 3.5145, -0.3355)
C (3.7838, 1.0571, 0.8780)
N (4.8396, 0.4256, 1.4344)
C (5.0489, -0.8923, 1.3959)
C (4.1461, -1.6952, 0.7524)
C (3.0421, -1.0972, 0.1546)
C (2.0366, -1.9833, -0.5367)
O (1.1589, -2.5205, 0.0785)
O (2.1147, -2.1159, -1.8844)
P (3.4939, -1.7411, -2.7263)
O (4.0725, -3.2581, -2.7694)
O (2.7143, -1.6019, -4.1313)
C (2.8338, 0.2906, 0.2141)
C (1.6106, 0.8844, -0.4252)
C (1.9049, 1.5760, -1.7720)
C (0.6514, 1.7923, -2.6526)
C (-0.6927, 1.7172, -1.9207)
N (-1.2581, 0.3668, -2.0239)
C (-2.0860, -0.0275, -0.9657)
N (-2.6898, 0.8362, -0.2641)
N (-2.2212, -1.4248, -0.8044)
H (1.6864, 2.8947, 2.1283)
H (2.3245, 4.5261, 1.7697)
H (1.7023, 3.5479, 0.4589)
H (4.9009, 2.9960, -0.7972)
H (5.5262, 1.0116, 1.9053)
H (5.9383, -1.2800, 1.8709)
H (4.3190, -2.7627, 0.7133)
H (5.0114, -3.1940, -2.9931)
H (3.2910, -1.1143, -4.7349)
H (0.9295, 0.0578, -0.6365)
H (1.0640, 1.5271, 0.2616)
H (2.4530, 2.5076, -1.6274)
H (2.5840, 0.9093, -2.3158)
H (0.7196, 2.7671, -3.1362)
H (0.6306, 1.0592, -3.4628)
H (-1.3857, 2.3974, -2.4189)
H (-0.6448, 2.0533, -0.8836)
H (-0.5410, -0.3270, -2.1885)
H (-3.2696, 0.3733, 0.4335)
H (-1.6438, -1.9597, -1.4392)
H (-2.0306, -1.6969, 0.1501)
C (-6.3175, -1.5300, 1.3133)
C (-7.5302, -1.8207, 1.7757)
C (-7.8481, -1.7148, 3.2236)
O (-8.9492, -1.9803, 3.6476)
C (-6.7592, -1.2703, 4.1337)
C (-5.5472, -0.9805, 3.6691)
C (-5.2363, -1.0881, 2.2247)
O (-4.1297, -0.8222, 1.7958)
H (-6.0591, -1.5991, 0.2641)
H (-8.3373, -2.1450, 1.1316)
H (-7.0137, -1.1992, 5.1833)
H (-4.7390, -0.6552, 4.3115)

---

Formula: C4H2F2O4
Source: OMol25
Level of theory: wB97M-V/def2-TZVPD

Output
Max |F| (eV/A): 7.01
Highest occupied orbital energy (eV): -10.77
SMILES: O=C(O)/C(F)=C(\F)C(=O)O

Element x y z (Å)
O (2.7363, -0.2036, 1.0821)
O (-2.7240, 0.0857, -1.1602)
F (0.7147, -1.7393, 0.1042)
F (-0.4481, 1.6371, -0.5570)
O (1.9041, 1.7445, 0.3220)
O (-2.0084, -1.6500, -0.0123)
C (1.8206, 0.3882, 0.5459)
C (-1.8548, -0.4076, -0.4607)
C (0.6180, -0.3419, 0.1942)
C (-0.5798, 0.2952, -0.2292)
H (2.6941, 2.0492, 0.5812)
H (-2.8726, -1.8574, -0.4101)